Entry 1:
Density functional theory data (the ωB97M-V functional and the def2-TZVPD basis) for a single C9H14N4 molecule.

Results
* total charge: 0
* E_tot: -570.229315 Ha
* energy above the lowest of the compared OMol25 structures with the same formula, charge and spin: 3.652 eV

Atoms and positions in Å:
N  -0.214  0.405  -1.178
N  3.481  0.891  -0.088
N  -0.460  -1.016  -1.406
N  3.116  -0.297  0.451
C  2.373  1.371  -0.665
C  1.370  0.418  -0.562
C  -1.193  -0.669  0.796
C  -0.362  -1.665  -0.139
C  -1.000  1.906  0.852
C  1.131  -1.923  0.270
C  -2.556  0.799  -0.638
C  -1.144  0.643  -0.058
C  1.899  -0.690  -0.011
H  -2.048  1.955  1.337
H  -0.729  -0.608  1.812
H  -0.921  -2.493  -0.121
H  0.386  -1.246  -1.902
H  -2.617  1.661  -1.289
H  -3.225  0.930  0.245
H  3.779  -0.949  0.830
H  -0.762  2.722  0.142
H  -2.676  -0.187  -1.292
H  -2.288  -1.118  0.843
H  1.343  -2.323  1.265
H  2.298  2.452  -0.802
H  -0.478  1.719  1.757
H  1.497  -2.690  -0.452



Entry 2:
Density functional theory data (the ωB97M-V functional and the def2-TZVPD basis) for 3 unconnected molecules or ions with the total composition C5H10O.

Results
* total charge: 0
* E_tot: -271.680091 Ha
* energy above the lowest of the compared OMol25 structures with the same formula, charge and spin: 1.974 eV

Atoms and positions in Å:
O  1.420  -0.950  -2.472
C  0.838  1.307  1.461
C  -0.895  -0.109  0.312
C  0.334  0.760  0.358
C  0.999  -1.829  -1.889
C  -1.836  0.259  -0.840
H  1.744  1.908  1.432
H  -1.333  0.136  -1.808
H  2.117  -1.307  1.004
H  0.363  1.168  2.433
H  0.843  0.923  -0.597
H  -2.169  1.301  -0.767
H  -1.425  -0.044  1.271
H  2.309  -1.979  0.746
H  -0.585  -1.161  0.196
H  -2.724  -0.382  -0.841



Entry 3:
Density functional theory data (the ωB97M-V functional and the def2-TZVPD basis) for a single C3H3NO3 molecule.

Results
* total charge: 0
* E_tot: -396.450024 Ha
* energy above the lowest of the compared OMol25 structures with the same formula, charge and spin: 4.746 eV

Atoms and positions in Å:
O  0.723  -1.321  1.037
O  -0.911  0.202  1.154
O  0.821  -0.472  -1.879
N  -0.370  -0.865  0.193
C  -0.008  1.378  -0.594
C  -0.661  1.400  0.623
C  0.309  -0.025  -0.879
H  -1.018  2.219  1.331
H  0.445  -2.206  0.997
H  0.255  2.251  -1.078



Entry 4:
Density functional theory data (the ωB97M-V functional and the def2-TZVPD basis) for a molecular structure, C27H58O4P2PbSi.

Results
* total charge: +2
* E_tot: -2529.040181 Ha
* energy above the lowest of the compared OMol25 structures with the same formula, charge and spin: 0.125 eV

Atoms and positions in Å:
Pb  1.456  0.379  0.016
P  0.397  -2.147  -4.805
P  0.449  1.459  -4.193
Si  0.352  0.789  3.061
O  -0.116  0.793  1.509
O  1.828  0.044  2.992
O  -0.552  0.035  4.211
O  0.566  2.280  3.750
C  3.786  1.388  3.524
C  -0.502  -2.381  4.236
C  -2.120  -2.775  -3.713
C  2.465  0.324  5.348
C  -1.265  0.274  -2.509
C  0.153  2.996  -5.134
C  -3.543  -0.659  -3.850
C  -1.630  2.727  4.758
C  -0.460  3.297  3.969
C  -0.792  -2.312  -3.431
C  -3.283  -2.066  -3.197
C  3.740  -1.118  3.732
C  -1.978  -1.111  5.806
C  0.435  -0.738  -5.941
C  -2.400  -0.097  -4.662
C  -0.916  3.833  2.619
C  1.664  1.876  -2.954
C  1.222  -1.817  0.515
C  0.162  4.425  4.783
C  1.273  0.456  -5.465
C  -0.341  -3.404  -5.908
C  -1.519  0.799  -3.985
C  -1.378  -1.149  4.400
C  -0.574  -1.095  -2.385
C  -2.507  -1.151  3.376
C  2.948  0.175  3.912
C  2.044  -2.746  -4.437
H  -0.657  2.849  -5.865
H  3.157  -1.979  4.089
H  -0.212  -4.402  -5.473
H  -2.608  -0.227  5.963
H  -2.217  -3.809  -4.027
H  -0.070  4.300  2.099
H  -2.344  3.541  4.968
H  2.247  0.971  -2.691
H  -3.835  0.030  -3.048
H  -0.708  1.030  -1.924
H  -0.106  3.825  -4.462
H  1.920  1.262  5.506
H  4.667  -1.048  4.316
H  2.439  -3.259  -5.329
H  -2.616  -1.994  5.964
H  2.143  -2.179  0.979
H  -1.327  3.031  1.996
H  -0.602  -0.457  -6.190
H  0.436  4.085  5.789
H  -2.168  1.951  4.200
H  -3.205  -0.321  3.551
H  -3.074  -2.087  3.478
H  1.069  3.262  -5.684
H  0.892  -1.142  -6.861
H  -2.194  0.254  -1.931
H  4.171  1.272  2.501
H  2.258  0.148  -5.089
H  2.715  -1.919  -4.148
H  3.995  -1.278  2.675
H  1.981  -3.485  -3.626
H  -0.834  -1.510  -1.391
H  -2.512  -0.094  -5.731
H  -4.164  -2.666  -3.427
H  -1.205  -1.124  6.585
H  -0.559  5.247  4.901
H  -1.835  1.852  -4.016
H  1.828  -0.518  5.645
H  0.533  -0.959  -2.335
H  0.134  -3.361  -6.899
H  1.049  4.836  4.289
H  0.393  -1.990  1.209
H  1.048  -2.395  -0.396
H  0.304  -2.390  4.982
H  -2.113  -1.085  2.357
H  -0.253  -3.151  -2.911
H  1.159  2.349  -2.093
H  -1.106  -3.291  4.364
H  -3.221  -1.912  -2.089
H  -4.399  -0.791  -4.534
H  -1.688  4.604  2.758
H  -0.058  -2.403  3.234
H  4.652  1.469  4.199
H  3.200  2.311  3.608
H  2.361  2.603  -3.372
H  -1.420  -3.209  -6.014
H  3.345  0.335  6.011
H  -1.293  2.320  5.720
H  1.445  1.113  -6.328



Entry 5:
Density functional theory data (the ωB97M-V functional and the def2-TZVPD basis) for a single C3H9NSi molecule.

Results
* total charge: 0
* E_tot: -463.918483 Ha
* energy above the lowest of the compared OMol25 structures with the same formula, charge and spin: 0.398 eV

Atoms and positions in Å:
Si  -0.259  0.180  0.379
N  1.174  0.682  -0.473
C  -0.048  -1.547  1.223
C  -1.393  -0.131  -1.152
C  1.810  1.760  -0.336
H  -0.879  -0.450  -2.025
H  0.268  -2.388  0.409
H  -0.955  -1.850  1.741
H  -2.019  -0.974  -0.724
H  -2.110  0.724  -1.457
H  1.909  2.420  0.439
H  0.758  -1.639  2.002
H  -0.746  1.288  1.135
H  2.490  1.925  -1.163



Entry 6:
Density functional theory data (the ωB97M-V functional and the def2-TZVPD basis) for a single C4H3NOS molecule.

Results
* multiplicity: 3
* total charge: 0
* E_tot: -682.142040 Ha
* energy above the lowest of the compared OMol25 structures with the same formula, charge and spin: 3.397 eV

Atoms and positions in Å:
S  -0.459  -1.754  0.432
O  1.832  1.284  1.107
N  0.759  -0.739  1.198
C  -0.237  0.924  -0.027
C  -1.137  -0.837  -0.674
C  -0.841  0.526  -1.255
C  0.904  0.592  0.707
H  -0.119  0.195  -2.048
H  1.022  -1.128  2.079
H  -1.724  0.937  -1.520



Entry 7:
Density functional theory data (the ωB97M-V functional and the def2-TZVPD basis) for 2 unconnected molecules or ions with the total composition C4H8N2.

Results
* total charge: 0
* E_tot: -266.608020 Ha
* energy above the lowest of the compared OMol25 structures with the same formula, charge and spin: 3.102 eV

Atoms and positions in Å:
N  0.402  0.009  0.174
N  -1.985  2.259  1.194
C  0.754  0.913  -0.708
C  1.114  -1.277  0.157
C  -1.401  1.253  1.127
C  -0.660  0.064  1.020
H  0.569  -1.973  -0.486
H  -0.855  -0.789  1.650
H  -1.292  0.022  -1.758
H  0.190  1.834  -0.770
H  1.161  -1.668  1.173
H  -1.728  -0.237  -1.206
H  2.124  -1.129  -0.225
H  1.608  0.721  -1.341



Entry 8:
Density functional theory data (the ωB97M-V functional and the def2-TZVPD basis) for a single C6H8O4 molecule.

Results
* total charge: 0
* E_tot: -534.183461 Ha
* energy above the lowest of the compared OMol25 structures with the same formula, charge and spin: 6.113 eV

Atoms and positions in Å:
O  2.035  -2.370  2.771
O  -1.965  1.261  0.640
O  -1.372  -0.037  -1.935
O  0.919  -0.602  -1.848
C  1.197  0.689  -1.367
C  -0.591  1.061  0.431
C  -0.261  0.917  -1.066
C  0.877  -2.015  2.764
C  0.389  -0.930  1.941
C  -0.072  -0.066  1.225
H  -2.436  0.504  0.262
H  1.561  1.327  -2.182
H  -0.090  1.973  0.794
H  1.822  0.679  -0.461
H  0.099  -2.559  3.337
H  -1.448  -0.873  -1.462
H  -0.549  1.873  -1.525
H  -0.114  -0.834  -2.320



Entry 9:
Density functional theory data (the ωB97M-V functional and the def2-TZVPD basis) for 2 unconnected molecules or ions with the total composition C3H9O2.

Results
* total charge: -1
* E_tot: -270.112289 Ha
* energy above the lowest of the compared OMol25 structures with the same formula, charge and spin: 1.999 eV

Atoms and positions in Å:
O  -3.932  -1.049  -1.068
O  2.286  -1.183  0.833
C  1.181  -0.420  0.817
C  0.901  0.621  -0.423
C  0.509  1.955  0.087
H  0.150  0.218  -1.235
H  1.834  0.516  -0.893
H  -3.876  -0.141  -1.493
H  0.172  -1.112  0.857
H  -0.500  1.702  0.662
H  0.516  2.803  -0.504
H  -3.010  -1.372  -1.204
H  1.107  0.279  1.843
H  1.230  2.038  0.965



Entry 10:
Density functional theory data (the ωB97M-V functional and the def2-TZVPD basis) for 3 unconnected molecules or ions with the total composition C18H41Cl4FN2O4Si.

Results
* total charge: 0
* E_tot: -3351.084594 Ha

Atoms and positions in Å:
Cl  3.566  2.794  -1.853
Cl  3.375  2.225  1.473
Cl  1.850  5.213  -0.237
Cl  -1.270  1.176  -0.484
Si  1.711  1.898  0.340
F  1.705  0.325  0.070
O  -6.527  1.116  -1.533
O  2.531  -2.439  3.961
O  -6.321  -2.056  -4.864
O  7.101  -2.428  4.648
N  -4.453  -0.627  -3.078
N  5.222  -2.368  2.367
C  -4.309  0.080  -1.811
C  -4.841  -2.024  -2.955
C  -1.888  3.577  0.615
C  3.384  -2.525  5.085
C  0.297  2.447  1.426
C  7.319  -1.711  3.439
C  -5.555  0.267  -0.955
C  3.875  -2.023  1.931
C  -1.154  2.274  0.944
C  6.009  -1.243  2.847
C  -6.113  -1.296  -6.034
C  -5.139  -2.623  -4.311
C  1.266  4.709  -2.876
C  1.184  4.099  -1.475
C  2.907  -1.491  2.979
C  1.839  2.732  -1.358
C  7.452  -3.793  4.590
C  -7.469  0.485  -2.377
H  0.270  4.785  -3.311
H  1.699  5.706  -2.846
H  -4.018  -2.580  -2.496
H  -6.011  -0.691  -0.677
H  7.940  -0.841  3.670
H  -1.481  4.408  1.193
H  5.166  -3.064  3.100
H  -1.713  1.770  1.728
H  -7.140  0.448  -3.420
H  3.952  -1.277  1.133
H  -5.609  -1.884  -6.809
H  1.985  -1.217  2.459
H  -5.519  -0.394  -5.845
H  -7.680  -0.537  -2.046
H  1.373  2.075  -2.096
H  3.428  -2.916  1.489
H  -5.301  -3.699  -4.199
H  1.891  4.100  -3.529
H  3.285  -0.580  3.459
H  0.136  3.953  -1.219
H  2.779  -2.847  5.932
H  7.858  -2.336  2.720
H  0.473  3.507  1.625
H  -3.557  -0.441  -1.210
H  7.325  -4.199  5.593
H  -2.948  3.479  0.848
H  -3.907  1.072  -2.031
H  8.496  -3.925  4.287
H  5.491  -0.650  3.615
H  -8.390  1.065  -2.331
H  4.189  -3.254  4.946
H  -5.244  0.753  -0.026
H  3.834  -1.556  5.321
H  -1.834  3.811  -0.446
H  6.818  -4.357  3.897
H  -7.094  -1.000  -6.402
H  -4.293  -2.472  -4.987
H  6.220  -0.575  2.005
H  -5.731  -2.171  -2.326
H  -5.139  -0.149  -3.648
H  0.445  1.911  2.367



Entry 11:
Density functional theory data (the ωB97M-V functional and the def2-TZVPD basis) for a molecular structure, C10H15N5O2ReS.

Results
* multiplicity: 4
* total charge: +2
* E_tot: -1290.075532 Ha

Atoms and positions in Å:
Re  -0.025  -1.084  -0.065
S  0.678  -1.036  2.218
O  0.251  0.938  -0.303
O  1.913  -0.814  -0.500
N  -2.181  -0.967  -0.068
N  1.520  1.289  -0.516
N  -0.111  -3.216  -0.267
N  -1.641  -2.162  3.385
N  2.396  0.387  -0.644
C  -1.273  -3.970  0.319
C  0.827  3.608  -0.582
C  3.200  3.048  -0.620
C  -2.610  -3.440  -0.188
C  1.855  2.666  -0.580
C  3.504  4.392  -0.656
C  1.154  4.948  -0.617
C  -3.025  -2.110  0.426
C  2.487  5.343  -0.650
C  -0.691  -1.693  2.927
H  2.735  6.395  -0.674
H  -3.374  -4.171  0.075
H  -0.205  3.290  -0.572
H  0.369  5.691  -0.624
H  4.538  4.705  -0.680
H  -2.448  -0.808  -1.045
H  -1.170  -5.021  0.052
H  0.748  -3.622  0.113
H  3.979  2.301  -0.624
H  -1.223  -3.888  1.404
H  -2.607  -3.378  -1.283
H  -4.067  -1.903  0.181
H  -2.493  -0.120  0.414
H  -0.076  -3.447  -1.264
H  -2.936  -2.152  1.509



Entry 12:
Density functional theory data (the ωB97M-V functional and the def2-TZVPD basis) for a molecular structure, C10H17AuOSSb.

Results
* total charge: +1
* E_tot: -1240.353678 Ha

Atoms and positions in Å:
Au  0.402  -0.244  0.875
Sb  -0.418  -0.107  3.251
S  3.082  0.036  -0.634
O  1.602  -0.315  -0.882
C  3.121  1.766  -0.255
C  4.071  2.205  0.656
C  2.239  3.971  -0.480
C  0.974  -1.008  4.555
C  3.198  4.430  0.418
C  3.727  0.052  -2.296
C  2.195  2.632  -0.823
C  -0.624  1.839  4.036
C  -2.232  -1.063  3.736
C  4.111  3.553  0.986
H  -2.430  -0.957  4.801
H  0.346  2.331  4.027
H  3.229  5.479  0.678
H  1.920  -0.474  4.498
H  4.784  0.308  -2.247
H  -2.157  -2.118  3.480
H  1.446  2.255  -1.509
H  3.174  0.779  -2.887
H  0.592  -0.968  5.573
H  -1.320  2.411  3.428
H  1.531  4.663  -0.915
H  1.130  -2.043  4.262
H  4.779  1.510  1.090
H  -3.042  -0.617  3.164
H  4.851  3.916  1.686
H  3.599  -0.951  -2.697
H  -0.995  1.773  5.056